This record from the Open Molecules 2025 dataset describes one molecule with the formula C4H2O2. The level of theory is ωB97M-V/def2-TZVPD.

Atoms and positions in Å:
C -0.17124 -0.94881 0.38034
C 0.67627 -0.21327 -0.38539
C -1.36952 -0.33975 0.19033
C -0.27879 1.78709 0.14111
O 0.87376 1.15772 -0.04301
O -1.20652 1.01643 0.02919
H -0.03960 -1.98719 0.64496
H 1.51564 -0.47222 -0.95753

Forces on the atoms, in the same order (eV/Å):
C 2.4 -1.3 -0.8
C 2.4 0.8 3.1
C -1.6 0.7 0.1
C 4.3 4.7 1.6
O -0.8 -2.1 -2.0
O -7.0 -1.8 -0.8
H -0.2 -0.1 -0.3
H 0.7 -0.9 -1.0

## Properties
Net charge   0
Energy above the lowest of the compared OMol25 structures with the same formula, charge and spin   441.7 kJ/mol
Orbital gap (spin up / spin down)   8.27 / 8.27 eV
LUMO (spin up / spin down)   -1.084 / -1.085 eV
HOMO (spin up / spin down)   -9.4 / -9.4 eV

This record from the Open Molecules 2025 dataset describes C5H8O as an isolated structure. The level of theory is ωB97M-V/def2-TZVPD.

Atoms and positions in Å:
O -1.22241 0.91532 1.42349
C 0.17112 0.84114 1.22024
C 0.64857 -0.22461 0.21516
C -0.32551 -1.08463 -0.52841
C 0.34025 -0.05242 -1.36003
C 0.67089 1.74162 0.20425
H -1.46421 0.18499 2.01675
H 0.72481 0.70059 2.15200
H 1.62981 -0.64302 0.42033
H -1.37465 -0.92117 -0.29708
H -0.02460 -2.12185 -0.64523
H 1.17530 -0.35114 -1.98334
H -0.26335 0.75016 -1.75581
H 1.76977 1.77344 0.32141

Forces on the atoms, in the same order (eV/Å):
O 0.1 -0.4 0.3
C 0.1 0.1 -0.2
C 0.1 0.2 -0.5
C -0.1 -0.1 -0.1
C 0.1 -0.4 0.2
C 0.1 0.0 0.2
H 0.0 0.3 -0.2
H -0.1 0.1 0.0
H -0.2 0.1 0.0
H 0.2 0.0 -0.1
H -0.1 0.2 0.0
H -0.1 0.0 0.1
H 0.2 0.0 0.3
H -0.2 0.0 -0.1

## Properties
Net charge   0
Energy above the lowest of the compared OMol25 structures with the same formula, charge and spin   485.2 kJ/mol
Orbital gap   9.01 eV
LUMO   0.845 eV
HOMO   -8.2 eV

This record from the Open Molecules 2025 dataset describes C2Cl4O2S as an isolated structure. The level of theory is ωB97M-V/def2-TZVPD.

Atoms and positions in Å:
C 1.30420 0.25969 0.88319
C 0.10263 0.44523 1.53531
O 1.47861 0.02310 -0.27858
O -1.76470 -1.74709 -1.66133
S -0.92463 -1.38692 -2.84934
Cl 2.70281 0.66277 1.90835
Cl -0.24701 0.38899 3.11714
Cl -1.24185 0.67768 0.57959
Cl -1.41005 0.67655 -3.23433

Forces on the atoms, in the same order (eV/Å):
C 2.7 0.3 -0.9
C -2.1 0.1 -0.7
O -0.3 -0.2 0.0
O 1.3 0.2 -1.7
S -1.7 1.1 1.7
Cl 0.2 -0.2 0.2
Cl 0.3 -0.1 2.3
Cl -0.8 0.1 -1.0
Cl 0.4 -1.3 0.1

## Properties
Net charge   0
Energy above the lowest of the compared OMol25 structures with the same formula, charge and spin   43.1 kJ/mol
Orbital gap (spin up / spin down)   7.47 / 7.54 eV
LUMO (spin up / spin down)   -1.805 / -2.151 eV
HOMO (spin up / spin down)   -9.3 / -9.7 eV

This record from the Open Molecules 2025 dataset describes C36H54Cl2F6MnN3O5SSi4Te as an isolated structure. The level of theory is ωB97M-V/def2-TZVPD.

Atoms and positions in Å:
Mn 0.49232 1.04945 0.00251
O -1.73034 0.96936 6.49813
C -0.34790 1.05428 6.18014
C -0.14435 0.87728 4.70528
C 1.12285 0.64802 4.21251
C 1.31015 0.58586 2.84552
N 0.29543 0.69948 1.98314
C -0.94257 0.84591 2.45586
C -1.19848 0.96034 3.81030
C -1.96363 0.80093 1.41292
C -3.32702 0.85431 1.66427
C -4.22556 0.77318 0.61532
C -5.70577 0.76457 0.88274
O -6.07333 -0.24607 1.81647
C -3.72483 0.64514 -0.65997
C -2.35690 0.58696 -0.83797
N -1.49242 0.65526 0.16873
H -1.84785 1.23068 7.41641
H 0.22302 0.29001 6.71346
H 0.05594 2.03141 6.46228
H 1.98463 0.57814 4.86517
H 2.28689 0.43143 2.41818
H -2.20671 1.08961 4.17747
H -3.69382 0.93971 2.67940
H -6.25020 0.63903 -0.05642
H -6.01174 1.71419 1.32208
H -5.53722 -1.02848 1.63434
H -4.38769 0.57103 -1.51360
H -1.91816 0.47637 -1.81789
Cl 2.93938 1.60625 -0.29399
C 4.04034 2.93638 0.08523
C 4.90265 3.24594 -0.95319
C 5.83129 4.26031 -0.79862
C 5.87234 4.95294 0.40218
C 5.00257 4.62352 1.42382
Cl 5.13053 5.55257 2.89397
C 4.02846 3.58926 1.34096
S 2.96601 3.19274 2.62775
H 4.83298 2.68910 -1.87958
H 6.51053 4.51191 -1.60428
H 6.58051 5.75739 0.55877
O -0.85107 0.93671 -3.71707
C 0.08953 1.79951 -3.33462
O 0.74602 1.66545 -2.33736
C 0.24623 2.99924 -4.26163
N -0.39252 2.71839 -5.56003
C 0.70850 2.31294 -6.45201
C 1.90517 3.17445 -6.04600
C 1.73302 3.34126 -4.52433
H -0.26950 3.80556 -3.74677
H -0.83447 3.55628 -5.91367
H -1.19080 1.29435 -4.57005
H 0.41505 2.41854 -7.49515
H 0.92480 1.25610 -6.27103
H 1.85040 4.14279 -6.54855
H 2.85789 2.71643 -6.31264
H 1.95934 4.35028 -4.19296
H 2.37676 2.66982 -3.95638
C -3.22527 -2.91216 0.79715
Si -2.10131 -3.68092 -0.51615
C -2.58134 -5.50924 -0.63566
C -2.49421 -2.87680 -2.17731
Si 0.17297 -3.39877 0.01928
Te 1.12809 -1.30651 -0.94721
Si 0.48783 -3.91915 2.28987
C -0.29369 -5.60027 2.67717
C -0.31653 -2.69235 3.46638
C 2.33234 -4.00091 2.67032
Si 1.33353 -4.99742 -1.25865
C 1.07686 -6.78418 -0.68502
C 0.74401 -4.88149 -3.04908
C 3.18741 -4.66427 -1.22441
H -4.27947 -3.00289 0.50302
H -2.99145 -1.85597 0.92488
H -3.09912 -3.40717 1.76700
H -3.66056 -5.61777 -0.79573
H -2.31730 -6.05881 0.27483
H -2.06802 -5.98969 -1.47634
H -3.56112 -2.96377 -2.41260
H -1.92372 -3.34803 -2.98376
H -2.21710 -1.81637 -2.16695
H -1.38663 -5.53815 2.61503
H -0.03760 -5.91280 3.69658
H 0.03710 -6.38485 1.98897
H -1.40846 -2.71789 3.38431
H 0.01484 -1.67780 3.25629
H -0.05081 -2.92298 4.50395
H 2.80121 -4.83552 2.13769
H 2.51224 -4.13916 3.74189
H 2.83147 -3.07962 2.35219
H 0.01504 -7.04582 -0.61631
H 1.53319 -6.95190 0.29665
H 1.55129 -7.47712 -1.38994
H -0.28797 -5.23811 -3.14977
H 1.37595 -5.48637 -3.70908
H 0.78225 -3.84241 -3.39292
H 3.60382 -4.82692 -0.22443
H 3.39473 -3.63054 -1.51082
H 3.70734 -5.33189 -1.92104
C -0.42683 4.52771 1.62505
C -0.45167 4.16715 0.13460
O -0.23766 2.86807 -0.10318
C 0.58422 5.07310 -0.59209
F 1.82067 4.67890 -0.33519
F 0.44038 5.05711 -1.93973
F 0.49666 6.37020 -0.23057
C -1.86566 4.49588 -0.42973
F -2.05184 4.04856 -1.68600
F -2.81810 3.90293 0.31399
F -2.16392 5.80997 -0.45044
H 0.58660 4.36209 1.99442
H -1.09820 3.84256 2.13984
H -0.73320 5.55671 1.81930

Forces on the atoms, in the same order (eV/Å):
Mn -0.6 0.5 -0.3
O 0.0 0.0 0.1
C -0.1 0.0 0.0
C -0.2 0.1 0.1
C 0.3 0.1 -0.1
C 0.0 -0.1 -0.2
N 0.7 0.2 -0.1
C 0.2 -0.1 0.3
C -0.3 -0.1 0.1
C -0.7 0.0 -0.2
C 0.1 0.0 0.3
C -0.2 0.0 0.3
C 0.0 -0.1 0.1
O 0.1 0.0 0.0
C 0.0 -0.1 -0.3
C 0.3 0.0 -0.2
N 0.0 0.0 0.0
H 0.0 0.0 -0.1
H 0.0 -0.1 0.0
H 0.0 0.0 0.0
H 0.0 0.0 0.0
H 0.1 0.1 -0.1
H 0.1 0.0 0.0
H 0.0 0.0 0.0
H 0.0 0.0 -0.1
H 0.0 0.0 0.0
H -0.1 0.0 0.0
H 0.1 0.0 0.0
H 0.0 0.0 0.0
Cl 0.4 -0.2 0.3
C 0.0 0.2 0.0
C -0.1 0.0 0.0
C 0.1 0.0 -0.1
C 0.0 0.0 0.1
C -0.1 -0.2 0.0
Cl 0.0 0.0 0.0
C 0.1 0.0 -0.1
S 0.0 -0.1 0.0
H 0.0 0.0 0.0
H 0.0 0.0 0.0
H 0.0 0.0 0.0
O -0.2 0.0 0.0
C 0.1 0.0 -0.1
O -0.1 -0.1 0.2
C 0.2 0.0 -0.1
N 0.1 -0.1 0.0
C 0.0 0.0 0.1
C 0.0 0.0 0.1
C 0.0 0.0 0.0
H -0.1 0.1 0.0
H 0.0 0.0 0.0
H 0.1 0.0 0.0
H 0.0 0.0 0.0
H 0.0 0.0 0.0
H 0.0 0.0 0.0
H 0.0 0.0 0.0
H 0.0 0.0 0.0
H 0.0 0.0 0.0
C -0.1 -0.1 0.0
Si 0.0 0.0 0.0
C 0.0 0.0 0.0
C 0.0 0.1 0.0
Si -0.1 0.0 0.0
Te 0.2 -0.6 0.0
Si 0.0 0.0 0.0
C 0.0 -0.1 0.0
C -0.1 0.0 0.0
C 0.0 0.0 0.0
Si 0.0 0.0 0.0
C 0.0 0.0 0.0
C 0.0 0.0 0.0
C 0.0 0.0 0.0
H 0.1 0.0 0.0
H 0.0 0.1 0.0
H 0.0 0.1 -0.1
H 0.1 0.0 0.0
H 0.0 0.1 -0.1
H -0.1 0.0 0.1
H 0.0 0.0 0.0
H 0.0 0.0 0.1
H 0.0 -0.2 0.0
H 0.1 0.0 0.0
H 0.0 0.0 -0.1
H 0.0 0.1 0.1
H 0.1 0.0 0.0
H 0.0 0.1 0.0
H 0.0 0.0 0.0
H 0.0 0.1 0.0
H 0.0 0.0 -0.1
H 0.0 -0.1 0.0
H 0.1 0.0 0.0
H -0.1 0.0 -0.1
H 0.0 0.1 0.0
H 0.1 0.0 0.0
H 0.0 0.0 0.1
H 0.0 -0.1 0.0
H 0.0 0.0 -0.1
H 0.0 0.0 0.0
H 0.0 0.0 0.0
C 0.1 0.1 0.0
C -0.2 0.0 0.2
O 0.1 0.1 -0.1
C -0.1 0.0 0.1
F 0.2 -0.1 0.0
F 0.0 0.0 -0.2
F 0.0 0.1 0.0
C 0.1 0.0 0.0
F 0.1 -0.1 -0.2
F -0.1 -0.1 0.1
F 0.0 0.2 0.0
H 0.0 0.0 0.0
H 0.0 0.0 0.0
H 0.0 0.0 0.0

## Properties
Net charge   -1
Energy above the lowest of the compared OMol25 structures with the same formula, charge and spin   73.9 kJ/mol
Orbital gap (spin up / spin down)   5.92 / 5.93 eV
Expectation value of S²   0.81
LUMO (spin up / spin down)   1.963 / 1.972 eV
Multiplicity   2
HOMO (spin up / spin down)   -4.0 / -4.0 eV

This record from the Open Molecules 2025 dataset describes C25H31BCl2N9O3Tl as an isolated structure. The level of theory is ωB97M-V/def2-TZVPD.

Atoms and positions in Å:
Tl 1.04720 -0.55813 -0.57969
C 0.61764 -2.89064 -0.24904
C -1.56554 -1.55669 0.25570
C -2.88522 -1.27790 0.72900
C -3.17020 0.00324 0.34379
C -4.42872 0.78406 0.52732
N -2.08573 0.50136 -0.31042
N -1.16628 -0.46500 -0.37687
B -1.53490 1.94034 -0.48021
N -0.63964 2.28183 0.75526
N 0.58739 1.71962 0.95692
C 1.01419 2.16567 2.12697
C 2.34365 1.79209 2.69503
C 0.06989 3.03156 2.70183
C -0.96905 3.07317 1.79678
C -2.24442 3.84819 1.88217
N -0.63090 2.09105 -1.73249
N 0.58676 1.49568 -1.86207
C 1.12167 1.92178 -2.99168
C 2.44595 1.44269 -3.48289
C 0.25122 2.83316 -3.61342
C -0.84760 2.90678 -2.78413
C -2.07135 3.74987 -2.93979
H -1.35335 -3.27199 -0.95596
H -0.24584 -2.52525 1.62796
H 1.53143 -3.37878 -0.50725
H -3.52156 -2.03793 1.15348
H -5.23769 0.11232 0.81032
H -4.69873 1.29431 -0.39808
H -4.32500 1.54009 1.30699
H -2.45754 2.70516 -0.53789
H 3.11000 1.80288 1.91847
H 2.28965 0.79500 3.13674
H 2.62788 2.50078 3.47430
H 0.13890 3.54965 3.64499
H -2.25834 4.41560 2.81241
H -3.11370 3.19127 1.86509
H -2.34537 4.54206 1.04567
H 3.12651 1.24375 -2.65695
H 2.89088 2.18210 -4.14973
H 2.32597 0.50785 -4.03376
H 0.40345 3.35221 -4.54576
H -2.00669 4.30028 -3.87816
H -2.16781 4.46698 -2.12278
H -2.97606 3.14059 -2.95450
N 3.30240 -0.75213 0.69861
C 4.34339 -0.32364 -0.22717
C 4.14744 -1.07864 -1.54568
O 5.15018 -1.35020 -2.23243
N 2.88495 -1.39675 -1.76033
C 2.56509 -2.16408 -2.94823
C 1.17762 -1.84228 -3.54310
O 0.97601 -2.24014 -4.70096
O 0.36829 -1.20611 -2.80739
H 3.35291 -0.32097 1.61075
H 3.30102 -1.75969 0.80370
H 5.36417 -0.51321 0.11688
H 4.23284 0.75287 -0.39840
H 2.55671 -3.23587 -2.71524
H 3.31206 -2.00074 -3.72690
Cl -0.07888 -2.41145 5.41087
C -0.57096 -2.94973 3.74050
C -1.39643 -4.08470 3.80504
C -2.12718 -5.03983 3.03932
C -2.21592 -5.09543 1.61857
C -1.51823 -4.11640 1.03179
Cl -0.76907 -2.97762 0.38217
C 0.15144 -2.03218 2.84149
N 0.88637 -1.16434 2.48872
H -1.52779 -4.31866 4.85929
H -2.66196 -5.77516 3.64462
H -2.78942 -5.86564 1.08984

Forces on the atoms, in the same order (eV/Å):
Tl 1.3 -1.5 -0.7
C 2.5 2.8 -0.4
C -3.5 3.7 -0.2
C 0.1 -1.2 0.1
C 0.1 0.2 0.1
C 0.1 0.0 0.0
N -0.3 -0.1 0.0
N 1.5 -0.8 0.0
B 0.5 0.0 0.1
N -0.2 0.0 0.1
N -0.2 0.0 0.1
C 0.1 0.1 0.0
C -0.1 -0.1 0.0
C 0.0 0.0 0.0
C 0.0 0.0 0.0
C 0.0 0.0 -0.1
N -0.2 -0.1 0.0
N -0.1 0.0 0.0
C 0.0 0.1 0.0
C -0.1 -0.1 0.0
C 0.0 0.0 0.0
C 0.0 0.1 0.0
C 0.0 -0.1 0.0
H -0.4 0.8 0.5
H -0.6 0.1 -0.5
H -0.4 -0.9 0.2
H -0.1 0.2 0.2
H 0.0 0.0 0.0
H 0.0 0.0 0.0
H 0.0 0.0 0.0
H 0.0 0.0 0.0
H 0.0 0.0 0.0
H 0.0 0.0 0.0
H 0.0 0.0 0.0
H 0.0 0.0 0.0
H 0.0 0.0 0.0
H 0.0 0.0 0.0
H 0.0 0.0 0.0
H 0.0 0.0 0.0
H 0.0 0.0 0.0
H 0.0 0.0 0.0
H 0.0 0.0 0.0
H 0.0 0.0 0.0
H 0.0 0.0 0.0
H 0.0 0.0 0.0
N 0.0 0.5 0.3
C -0.1 -0.1 0.0
C 0.0 -0.1 0.1
O 0.0 0.1 0.0
N 0.0 0.1 -0.4
C 0.0 0.3 0.0
C 0.0 0.0 0.0
O 0.0 0.0 0.0
O 0.0 0.3 -0.2
H -0.1 -0.1 0.0
H -0.2 0.0 0.1
H 0.0 0.0 0.0
H 0.1 0.0 0.0
H 0.0 0.0 -0.1
H 0.0 -0.1 0.0
Cl 0.0 0.0 0.0
C 0.3 0.1 0.1
C 0.0 0.0 -0.2
C -0.3 -0.2 0.0
C 0.9 1.2 2.0
C -0.3 -0.8 -0.7
Cl 0.2 -4.0 -2.0
C -0.3 -0.1 -0.1
N -0.2 -0.4 1.4
H 0.0 0.0 0.0
H 0.0 0.0 0.0
H 0.1 -0.2 0.2

## Properties
Net charge   -2
Energy above the lowest of the compared OMol25 structures with the same formula, charge and spin   2125.3 kJ/mol
Orbital gap   4.14 eV
LUMO   4.111 eV
HOMO   0.0 eV

This record from the Open Molecules 2025 dataset describes one molecule with the formula C3H8N2O. The level of theory is ωB97M-V/def2-TZVPD.

Atoms and positions in Å:
C 0.19113 -0.04583 2.35506
C -0.18027 0.59908 0.98440
O -0.51817 1.73782 0.78903
N -0.25564 -0.35797 -0.01332
C -0.49213 0.03736 -1.38983
N 0.51908 -0.47693 -2.28438
H -0.62016 0.16586 3.04400
H 1.15383 0.22568 2.77966
H 0.26922 -1.09808 2.09075
H 0.28587 -1.19415 0.14010
H -0.68139 1.11030 -1.43489
H -1.44518 -0.42805 -1.66703
H 1.47603 -0.13492 -2.17294
H 0.29778 -0.14016 -3.22061

Forces on the atoms, in the same order (eV/Å):
C -0.1 0.1 -1.5
C 0.1 -1.1 0.4
O 0.1 0.7 0.4
N 0.7 0.8 0.2
C -0.8 -0.3 0.3
N 0.6 0.0 -1.0
H 0.1 -0.1 0.1
H -0.1 0.5 -0.1
H -0.2 -0.3 0.8
H -0.2 -0.1 -0.3
H 0.4 0.1 0.3
H 0.2 0.0 -0.3
H -0.5 0.2 0.7
H -0.2 -0.4 0.1

## Properties
SMILES string   CC(=O)NCN
Net charge   0
Energy above the lowest of the compared OMol25 structures with the same formula, charge and spin   75.2 kJ/mol
Orbital gap   10.41 eV
LUMO   0.932 eV
HOMO   -9.5 eV